Here is a molecular structure, C31H53AlNO15 from the OMol25 dataset. Energies are from ωB97M-V with the def2-TZVPD basis set.

Geometry as XYZ:
```
101
C31H53AlNO15 | the OMol25 dataset | ωB97M-V with the def2-TZVPD basis set
C 6.554 4.162 1.028
C 5.172 4.887 0.426
O 4.063 4.349 1.236
C 2.934 5.287 1.327
Al 1.467 4.693 -0.037
N -0.164 4.275 0.900
H 6.451 3.907 2.168
H 7.518 4.847 0.860
H 6.646 3.140 0.421
H 5.272 6.073 0.495
H 4.994 4.599 -0.716
H 3.221 6.417 1.227
H 2.424 5.130 2.391
H 1.348 5.851 -1.107
H 2.054 3.361 -0.726
H -0.007 4.276 1.944
H -0.531 3.317 0.659
O -6.748 2.939 2.070
C -5.737 3.366 1.536
O -4.801 4.136 2.165
C -3.816 4.543 1.217
C -3.902 3.538 0.098
C -5.363 3.166 0.099
H -4.052 5.559 0.882
H -2.829 4.546 1.688
H -3.551 3.930 -0.861
H -3.298 2.656 0.344
H -5.956 3.844 -0.522
H -5.513 2.129 -0.207
O -3.742 0.617 0.526
C -2.793 0.227 -0.134
O -1.556 0.806 -0.120
C -0.728 0.164 -1.088
C -1.352 -1.189 -1.310
C -2.820 -0.914 -1.105
H -0.719 0.772 -1.999
H 0.293 0.084 -0.705
H -1.119 -1.615 -2.290
H -0.999 -1.891 -0.544
H -3.306 -0.586 -2.028
H -3.335 -1.779 -0.682
O 10.036 4.502 2.796
C 9.661 5.632 3.062
O 9.161 6.512 2.145
C 8.927 7.768 2.781
C 8.798 7.453 4.249
C 9.721 6.272 4.416
H 9.775 8.429 2.572
H 8.016 8.221 2.379
H 9.048 8.299 4.894
H 7.768 7.148 4.473
H 10.749 6.585 4.618
H 9.364 5.590 5.190
O -12.058 1.154 -1.682
C -11.283 1.463 -0.792
O -10.285 2.385 -0.926
C -9.510 2.415 0.272
C -10.412 1.858 1.342
C -11.253 0.864 0.581
H -8.614 1.803 0.123
H -9.206 3.443 0.489
H -9.865 1.418 2.180
H -11.054 2.654 1.738
H -10.776 -0.119 0.532
H -12.259 0.786 1.000
O -2.824 -3.940 -0.626
C -1.839 -4.628 -0.837
O -0.926 -4.384 -1.823
C 0.028 -5.445 -1.851
C -0.034 -6.071 -0.482
C -1.478 -5.879 -0.095
H -0.255 -6.148 -2.642
H 1.020 -5.043 -2.071
H 0.287 -7.116 -0.472
H 0.609 -5.513 0.210
H -2.107 -6.700 -0.451
H -1.590 -5.744 0.983
O -0.424 -8.895 0.640
C 0.561 -9.584 0.429
O 1.474 -9.340 -0.556
C 2.428 -10.401 -0.584
C 2.366 -11.027 0.784
C 0.922 -10.835 1.171
H 2.145 -11.103 -1.376
H 3.420 -9.998 -0.805
H 2.687 -12.072 0.795
H 3.009 -10.469 1.477
H 0.293 -11.656 0.815
H 0.810 -10.700 2.249
O 1.647 -2.546 -1.805
C 1.703 -2.329 -3.004
O 1.182 -1.222 -3.610
C 1.333 -1.349 -5.024
C 2.456 -2.333 -5.218
C 2.306 -3.244 -4.026
H 0.388 -1.708 -5.445
H 1.566 -0.372 -5.459
H 2.409 -2.856 -6.177
H 3.419 -1.812 -5.163
H 1.610 -4.064 -4.225
H 3.272 -3.628 -3.690
```

The calculation puts the max |F| at 2.9 eV/Å. Its LUMO energy is 1.4 eV. Its energy above the lowest of the compared OMol25 structures with the same formula, charge and spin is 242.2 kJ/mol. As for the net charge: -1. The calculated total energy is -71806.8921 eV.